This record from the OMol25 dataset describes C36H96AsF12N8O14 as an isolated structure. The level of theory is ωB97M-V/def2-TZVPD.

- LUMO: -7.521 eV
- Frontier orbital gap: 1.295 eV
- F_max: 0.050 Eh/bohr
- 2S+1: 1
- Net charge: +3
- Energy relative to the best compared isomer or geometry (same formula, charge and spin): 0.00 kJ/mol

The geometry in XYZ format:
```
167
Properties=species:S:1:pos:R:3:forces:R:3
C -1.7737 -4.5031 -5.3898 0.6 -0.6 1.8
C -1.2921 -3.1686 -4.8322 0.5 0.9 -2.4
C -2.3115 -2.0581 -4.8557 -1.0 -0.5 2.2
O -1.7001 -0.8532 -4.4945 0.3 0.0 -1.0
C -2.5686 0.2420 -4.6403 -1.2 0.8 0.3
N -0.5138 -3.2313 -3.5404 -0.4 0.8 -1.0
H 0.0998 -4.0388 -3.6442 0.3 0.1 0.7
H 0.0691 -2.3785 -3.4710 0.4 -0.2 -0.1
H -1.0745 -3.1766 -2.6925 0.0 -0.6 0.1
H -0.9744 -5.2196 -5.1659 0.0 -0.1 -0.2
H -1.8967 -4.5330 -6.4666 -0.3 0.4 0.0
H -2.6412 -4.8701 -4.8370 -0.3 0.0 -0.4
H -0.5240 -2.8416 -5.5407 0.2 0.0 0.2
H -3.0507 -2.2786 -4.0539 -0.1 -0.1 0.0
H -2.9554 -2.0517 -5.7395 0.7 0.1 -0.5
H -3.4264 0.1989 -3.9488 0.3 -0.2 0.4
H -3.0952 0.3183 -5.5987 0.6 -0.3 -0.4
H -2.0580 1.1831 -4.4543 0.3 -0.2 0.1
C 4.8666 1.1963 -0.6038 -0.3 0.1 -0.1
C 5.4077 0.1630 -1.5614 -0.6 0.4 -1.0
C 6.9199 0.0992 -1.5641 0.5 0.3 0.0
O 7.2961 -0.9461 -2.4297 -0.4 -0.6 0.4
C 8.6957 -1.0768 -2.6356 0.1 0.1 -0.5
N 4.8297 -1.2511 -1.4439 0.3 0.9 -0.6
H 4.3422 -1.3826 -0.5619 0.3 -0.3 0.1
H 4.1591 -1.4069 -2.2047 -0.2 -0.2 0.0
H 5.6219 -1.8653 -1.6706 -0.1 -0.4 0.4
H 5.2966 1.1132 0.3925 0.5 0.4 -0.2
H 3.7927 1.2520 -0.4174 -0.1 -0.6 -0.5
H 5.0560 2.1140 -1.1645 0.3 0.4 0.8
H 5.1389 0.4693 -2.5737 -0.2 -0.2 0.0
H 7.2912 0.0532 -0.5303 0.2 -0.6 -0.1
H 7.3592 1.0132 -1.9763 -0.5 0.3 0.2
H 9.1577 -1.6701 -1.8466 0.1 0.3 0.2
H 9.1377 -0.0880 -2.7770 0.2 0.0 0.4
H 8.8692 -1.5873 -3.5823 -0.3 -0.2 0.1
C 1.4534 1.1026 -4.7719 0.0 0.9 -0.2
C 0.9048 1.0790 -6.1829 -0.9 -0.1 0.7
C 0.9957 2.3761 -6.9377 0.7 -0.2 -1.4
O 0.3831 2.1004 -8.2025 -0.4 0.2 0.3
C 0.6526 3.1301 -9.1395 1.1 0.3 -0.9
N 1.5044 -0.0288 -7.0097 -0.1 0.2 0.0
H 2.4019 0.2507 -7.4095 0.0 -0.1 0.0
H 1.6477 -0.8751 -6.4407 0.3 -0.2 0.2
H 0.8478 -0.2269 -7.7628 0.3 0.1 -0.3
H 1.2797 0.2183 -4.1649 0.0 -0.2 -0.3
H 0.9533 1.9412 -4.2813 0.1 -0.1 0.2
H 2.5087 1.3822 -4.7678 0.1 -0.2 0.1
H -0.1651 0.8505 -6.2102 0.0 -0.2 0.4
H 2.0452 2.6321 -7.1387 0.1 0.1 0.3
H 0.5253 3.2356 -6.4598 0.0 -0.2 0.4
H 1.6251 2.9452 -9.6147 0.1 0.0 0.2
H 0.7166 4.1272 -8.7016 -0.3 -0.1 0.2
H -0.0236 3.1530 -9.9916 -0.6 -0.3 0.5
C -0.1867 -8.7587 0.7685 0.6 -1.4 0.6
C -1.0289 -7.5210 0.5410 0.8 -1.1 0.4
C -0.2547 -6.2503 0.7894 0.0 1.9 -0.4
O 0.5199 -5.9243 -0.3456 -0.3 -0.5 -0.6
C 1.0182 -4.6044 -0.3152 1.5 1.1 0.4
N -1.5708 -7.6931 -0.8735 -1.2 0.0 0.2
H -1.9556 -8.6421 -0.8709 0.3 -0.2 -0.3
H -2.3974 -7.1336 -1.0941 0.3 0.5 0.1
H -0.9029 -7.5972 -1.6409 0.4 0.1 0.3
H 0.7450 -8.8345 0.2055 0.0 0.5 -0.1
H -0.6876 -9.7171 0.5869 -0.5 0.3 -0.3
H 0.0846 -8.9021 1.8161 0.0 0.6 0.0
H -1.8870 -7.5804 1.2096 -0.2 0.2 -0.2
H 0.3662 -6.2852 1.6901 0.1 -0.7 0.0
H -0.8941 -5.3794 1.0007 -0.5 -0.3 -0.1
H 1.6689 -4.4466 0.5534 -0.5 0.0 0.4
H 0.2885 -3.7886 -0.3742 -0.4 -0.4 0.3
H 1.7473 -4.3604 -1.0930 -0.4 -0.8 -0.6
C -5.3300 0.6903 -0.9870 0.0 0.4 0.7
C -3.9605 1.0981 -0.4559 -0.2 -0.3 -0.6
C -3.9817 2.2034 0.5894 0.5 -0.1 -0.3
O -2.6532 2.5045 0.9460 -0.1 0.1 0.1
C -2.6362 3.7440 1.6550 -0.2 0.7 1.4
N -3.2463 -0.1719 0.0129 -0.2 0.9 0.2
H -3.7289 -0.5563 0.8229 0.1 0.1 0.2
H -3.2339 -0.8989 -0.6974 0.1 0.2 -0.2
H -2.2806 0.0568 0.2504 0.5 0.0 0.2
H -5.3118 -0.2823 -1.4789 0.0 0.1 -0.3
H -5.6588 1.4767 -1.6625 -0.2 -0.2 -0.1
H -6.0488 0.6206 -0.1665 -0.1 0.0 -0.1
H -3.3709 1.5029 -1.2792 0.4 -0.3 0.1
H -4.5812 2.0043 1.4873 -0.2 -0.3 -0.1
H -4.4589 3.0316 0.0518 0.0 0.2 0.2
H -3.3804 3.6851 2.4645 -0.5 0.2 -0.4
H -2.7911 4.6278 1.0357 -0.3 -0.3 -0.3
H -1.7620 4.0016 2.2631 0.8 -0.9 -0.8
C -4.7995 -1.0627 9.0474 -0.6 -0.3 -0.1
C -4.3137 -1.4438 7.6566 -0.1 -0.6 0.7
C -2.8235 -1.6524 7.4984 0.0 1.0 -0.8
O -2.5676 -1.5711 6.0987 0.0 -0.3 -0.1
C -1.2743 -2.0861 5.7563 0.0 -0.3 0.7
N -5.0345 -2.7404 7.2584 -0.1 0.1 0.2
H -4.7222 -3.5349 7.8227 0.2 0.1 0.1
H -6.0332 -2.6580 7.4612 -0.1 0.1 -0.3
H -4.8893 -3.0062 6.2855 0.0 0.2 -0.2
H -5.8935 -1.0702 9.0997 0.0 0.2 -0.3
H -4.5132 -0.0334 9.2505 0.3 -0.2 0.3
H -4.5259 -1.7703 9.8310 0.6 0.2 0.0
H -4.6044 -0.6522 6.9684 -0.2 -0.3 -0.3
H -2.4136 -2.5799 7.9088 -0.2 0.0 0.3
H -2.3777 -0.7806 7.9901 0.3 -0.3 0.2
H -1.3227 -3.1735 5.8663 0.3 0.0 -0.1
H -0.5178 -1.6942 6.4400 0.0 0.0 0.0
H -0.9581 -1.8221 4.7502 -0.5 0.2 -0.1
C -1.5396 1.2827 5.1016 0.0 -0.2 -0.3
C -2.0454 2.4873 5.8541 -0.7 1.4 -0.3
C -2.7822 2.1220 7.1254 0.2 -0.6 0.7
O -3.4296 3.2227 7.6855 0.1 0.5 -0.7
C -4.4204 2.9031 8.6172 0.1 -0.6 1.7
N -0.9959 3.5096 6.0936 1.5 -0.5 1.2
H -0.3151 3.6449 5.3105 0.5 0.6 -1.9
H -1.2682 4.4414 6.4071 -0.5 -0.1 -0.1
H -0.3449 3.1586 6.8043 -0.1 0.1 0.2
H -1.0887 1.4563 4.1220 -0.3 0.6 0.0
H -2.4446 0.6878 4.9768 0.3 -0.4 -0.1
H -0.7611 0.7131 5.6144 -0.3 0.0 0.4
H -2.8088 3.0346 5.2941 0.2 -0.2 -0.5
H -2.0998 1.6681 7.8632 0.1 0.0 0.0
H -3.5084 1.3372 6.8693 -0.1 0.0 -0.2
H -5.2521 2.3009 8.2351 0.0 0.2 -0.4
H -4.7917 3.7816 9.1401 -0.1 0.4 -0.7
H -3.9960 2.3447 9.4691 0.2 -0.3 -0.2
N 3.1075 -2.3165 -4.4412 -0.1 -0.1 0.1
O 2.1757 -2.3741 -5.2990 -0.5 0.1 -0.1
O 4.1860 -1.8145 -4.7157 -0.1 0.2 0.0
O 2.8860 -2.7864 -3.3009 0.0 -0.1 0.1
As 0.6117 -0.1510 -0.9091 0.6 1.6 0.6
F -0.6357 0.3516 -2.0404 -0.5 -0.8 0.5
F 0.9796 -1.5342 -1.9288 -0.4 0.1 0.1
F 1.8821 -0.6628 0.1854 -0.3 -0.1 -0.6
F 0.1676 1.1299 0.1601 -0.2 -0.4 -0.1
F -0.5274 -1.1665 0.0191 -0.4 -0.3 -0.5
F 1.6450 0.8988 -1.7828 0.5 -0.6 0.2
C 2.4361 5.5856 -3.3483 -1.0 1.5 -1.2
O 1.4463 5.4966 -2.2421 0.1 -0.6 -0.1
O 2.6816 6.8050 -3.6310 0.9 -0.5 0.3
C 3.6609 4.6459 -3.0711 -0.9 -0.2 0.3
F 3.2702 3.3067 -3.0686 0.0 -0.3 0.0
F 4.5632 4.6868 -4.0574 0.3 0.4 0.3
F 4.2449 4.8134 -1.8771 0.4 0.2 -0.4
C 0.7659 4.2883 -2.2082 -0.3 -0.2 2.4
C -0.3907 4.3860 -1.1765 -0.2 0.4 -1.4
H -0.1301 5.0239 -0.3343 0.3 -0.4 0.2
H -1.2321 4.8833 -1.6744 -0.1 0.0 0.1
H -0.6996 3.3707 -0.9166 0.0 0.1 0.4
H 1.4209 3.5187 -1.7859 0.0 -0.3 -0.4
H 0.3426 3.9372 -3.1614 0.2 0.2 -0.3
H 1.8625 5.0645 -4.1731 0.2 -0.7 -0.3
C 1.3036 3.6301 2.9040 0.2 0.5 0.2
O 2.2130 2.6153 3.4294 -0.1 0.3 -0.8
O 0.7668 4.3583 3.8669 -1.0 -0.9 1.0
C 2.1735 4.5590 1.9895 -0.2 0.3 0.0
F 1.4747 5.6113 1.5461 -0.2 0.0 0.2
F 3.2243 5.0260 2.6685 0.1 0.0 0.0
F 2.6570 3.9673 0.8695 0.1 -0.3 0.0
C 2.6338 1.6500 2.4758 0.0 -1.1 0.7
C 4.0316 1.1994 2.8729 -0.6 -0.6 -1.3
H 3.9759 0.6997 3.8363 0.7 0.6 0.3
H 4.3666 0.4430 2.1511 -0.2 -0.2 0.1
H 4.7029 2.0314 2.6652 0.2 0.1 1.1
H 2.6759 1.9033 1.4180 -0.4 0.7 0.2
H 1.9244 0.8070 2.5443 0.1 -0.1 -0.1
H 0.5673 3.0960 2.2675 0.1 -0.1 -0.3
```
Forces are in eV/Å.